1.
DFT (ωB97M-V/def2-TZVPD) results for a molecular structure, C30H70N9O10Pt in a non-equilibrium geometry.

XYZ file:
```
120
Properties=species:S:1:pos:R:3:lowdin_spin:R:1
Pt 1.0909 -5.2478 -2.0656 1.000
C 0.1006 2.0748 -1.3427 0.008
C 0.4792 0.8018 -0.5280 0.093
C -0.0613 0.8708 0.9295 0.020
O 0.0740 -0.3801 -1.1276 0.826
H 0.6849 2.9145 -0.9664 -0.001
H -0.9738 2.2020 -1.2097 0.001
H 0.3219 1.8007 -2.3742 0.000
H 1.5586 0.6513 -0.5466 0.052
H 0.1286 -0.0028 1.5532 0.000
H -1.1233 1.0949 1.0294 0.000
H 0.4176 1.7126 1.4296 0.000
C 0.0055 -6.2664 4.2843 0.000
O 0.1968 -5.8610 3.1247 0.000
N -0.9547 -5.8340 5.0310 0.000
C -1.0990 -6.1799 6.4755 0.000
C -1.9521 -4.8129 4.4862 0.000
H 0.6470 -6.9602 4.8494 0.000
H -1.7897 -6.9944 6.6936 0.000
H -1.3391 -5.2478 6.9869 0.000
H -0.1139 -6.4655 6.8445 0.000
H -1.6582 -4.5312 3.4751 0.000
H -2.9111 -5.1618 4.8692 0.000
H -1.6134 -3.9847 5.1085 0.000
C -2.6910 0.7033 8.6887 0.000
O -1.6340 0.3755 9.2250 0.000
N -3.0073 1.9838 8.5436 0.000
C -4.1343 2.3601 7.6701 0.000
C -2.0571 3.0633 8.7235 0.000
H -3.4445 -0.0597 8.4394 0.000
H -4.5786 3.2367 8.1415 0.000
H -4.9526 1.6565 7.8233 0.000
H -3.9496 2.5155 6.6071 0.000
H -1.8583 3.7317 7.8858 0.000
H -2.3942 3.8731 9.3706 0.000
H -1.0481 2.8606 9.0826 0.000
C 6.5035 -2.9941 -0.9339 0.000
O 5.8160 -3.8519 -1.4077 0.000
N 7.3036 -3.1269 0.1223 0.000
C 7.8437 -1.9505 0.7547 0.000
C 7.4168 -4.3577 0.8757 0.000
H 6.4813 -1.9564 -1.3012 0.000
H 7.4333 -2.0098 1.7627 0.000
H 7.5315 -1.0417 0.2403 0.000
H 8.9248 -1.9083 0.6221 0.000
H 8.4006 -4.5871 1.2852 0.000
H 6.7788 -4.1577 1.7366 0.000
H 7.0616 -5.3224 0.5134 0.000
C 0.3106 -3.5052 -8.5721 0.000
O 0.5138 -4.3391 -7.6527 0.000
N 0.3495 -3.7215 -9.8703 0.000
C 0.1841 -2.6721 -10.8424 0.000
C 0.3538 -5.0442 -10.4723 0.000
H 0.1671 -2.4426 -8.3221 0.000
H 0.7513 -1.7759 -10.5907 0.000
H -0.7891 -2.5816 -11.3247 0.000
H 0.7953 -2.9181 -11.7108 0.000
H 0.5055 -5.8619 -9.7677 0.000
H -0.6126 -5.2826 -10.9166 0.000
H 1.0387 -5.1807 -11.3092 0.000
C 4.6528 2.2403 -9.0064 0.000
O 5.8278 1.9935 -9.1035 0.000
N 4.0127 3.3098 -9.4891 0.000
C 2.5285 3.3482 -9.3967 0.000
C 4.5637 4.3502 -10.3971 0.000
H 3.9852 1.4928 -8.5507 0.000
H 2.0552 3.5900 -10.3483 0.000
H 2.3565 4.2296 -8.7788 0.000
H 1.9332 2.5563 -8.9422 0.000
H 5.6377 4.3955 -10.2166 0.000
H 4.4177 3.9555 -11.4025 0.000
H 4.1888 5.3505 -10.1802 0.000
C -7.4650 0.7881 -2.4623 0.000
O -6.9785 0.9925 -3.6047 0.000
N -8.7717 1.0583 -2.1578 0.000
C -9.3291 1.1385 -0.9029 0.000
C -9.7308 1.2851 -3.2543 0.000
H -6.8776 0.4763 -1.5849 0.000
H -10.4033 1.3040 -0.8217 0.000
H -8.9192 2.0228 -0.4149 0.000
H -9.0354 0.2986 -0.2734 0.000
H -9.5414 2.1027 -3.9498 0.000
H -9.7642 0.3147 -3.7495 0.000
H -10.7124 1.5108 -2.8375 0.000
C 5.1221 -1.5273 6.8014 0.000
O 5.7857 -2.4852 7.2270 0.000
N 5.6600 -0.3682 6.6614 0.000
C 7.0331 -0.1515 6.9835 0.000
C 4.9565 0.9040 6.6073 0.000
H 4.1221 -1.4635 6.3452 0.000
H 7.6746 -1.0252 7.0983 0.000
H 7.1252 0.5133 7.8424 0.000
H 7.5034 0.3560 6.1413 0.000
H 5.0022 1.1347 7.6716 0.000
H 5.4874 1.5563 5.9139 0.000
H 3.9494 0.7362 6.2256 0.000
C 2.9756 11.1934 3.9145 0.000
O 2.7429 10.4033 4.8460 0.000
N 2.3315 11.1269 2.7207 0.000
C 2.5164 12.1958 1.7407 0.000
C 1.4539 9.9408 2.4836 0.000
H 3.7467 11.9765 3.8479 0.000
H 3.2787 11.7380 1.1102 0.000
H 2.9182 13.1575 2.0600 0.000
H 1.6296 12.3715 1.1318 0.000
H 1.7013 9.3380 1.6097 0.000
H 1.3391 9.2430 3.3131 0.000
H 0.5581 10.4321 2.1038 0.000
C -5.4570 -5.2730 -1.4976 0.000
O -4.3338 -5.7060 -1.2326 0.000
N -6.5535 -5.7631 -0.9247 0.000
C -7.8351 -5.1739 -1.4303 0.000
C -6.5172 -6.7230 0.1304 0.000
H -5.5965 -4.5001 -2.2692 0.000
H -8.5035 -5.9323 -1.8380 0.000
H -7.6682 -4.5611 -2.3161 0.000
H -8.3688 -4.6726 -0.6228 0.000
H -7.0730 -7.6170 -0.1524 0.000
H -5.5826 -7.0773 0.5653 0.000
H -7.1860 -6.3050 0.8828 0.000
```

Its HOMO energy (spin up / spin down) is -10.153 / -10.153 eV. The net charge is +1. The expectation value of S² is 2.03. Its HOMO-LUMO gap (spin up / spin down) is 2.88 / 2.79 eV. For the LUMO energy (spin up / spin down), the calculation gives -7.3 / -7.4 eV. As for the spin multiplicity: 3.

---

2.
DFT (ωB97M-V/def2-TZVPD) results for a molecular structure, C32H45NO8PReS.

XYZ file:
```
89
Properties=species:S:1:pos:R:3:lowdin_spin:R:1
Re -0.7456 1.8173 -0.4697 0.843
O -1.6542 3.7880 2.9518 0.004
C -0.8133 3.3075 2.2505 0.005
O -1.0792 2.2698 1.4302 0.074
C 0.6360 3.7463 2.2321 0.002
C 1.5583 2.5463 1.9890 0.002
C 3.0152 2.9252 2.2364 0.000
C 3.3264 3.8017 0.9981 0.000
C 1.9946 3.7742 0.2542 0.001
O 1.5058 2.4318 0.5382 0.009
C 0.9508 4.6340 0.9754 0.000
C -0.2856 4.7964 0.1097 0.002
O -0.9863 5.7618 0.1152 0.000
O -0.5045 3.7260 -0.6837 0.017
H 0.8196 4.2547 3.1757 0.000
H 1.2311 1.6161 2.4431 0.000
H 3.6403 2.0339 2.2632 0.000
H 3.1337 3.4566 3.1791 0.000
H 4.1157 3.3653 0.3886 0.000
H 3.6146 4.8198 1.2533 0.000
H 2.0533 3.9277 -0.8184 0.000
H 1.2932 5.6362 1.2208 0.000
C -2.2886 -3.3226 1.7590 0.000
C -1.4356 -2.2412 1.0913 -0.002
C -0.4913 -2.8821 0.0624 0.000
C -0.5413 -1.5339 2.1276 0.000
P -2.4904 -0.9817 0.1888 -0.004
N -1.4591 0.2846 -0.0733 -0.046
C -3.0323 -1.5544 -1.5080 -0.002
C -3.6813 -2.9402 -1.4547 0.000
C -1.8217 -1.5527 -2.4614 0.000
C -4.0325 -0.5340 -2.0734 0.000
C -3.8739 -0.2858 1.2445 0.000
C -3.3224 -0.0544 2.6590 0.000
C -4.3115 1.0947 0.7249 0.002
C -5.0680 -1.2456 1.2924 0.000
H -1.6138 -4.0798 2.1640 0.000
H -2.9566 -3.8219 1.0580 0.000
H -2.8805 -2.9380 2.5866 0.000
H 0.2299 -3.4886 0.6143 0.000
H 0.0590 -2.1227 -0.4949 0.000
H -1.0086 -3.5414 -0.6304 0.000
H 0.2363 -2.2403 2.4249 0.000
H -1.0780 -1.2354 3.0223 0.000
H -0.0466 -0.6594 1.7068 0.000
H -2.9791 -3.7218 -1.1717 0.000
H -4.0444 -3.1749 -2.4573 0.000
H -4.5351 -2.9801 -0.7798 0.000
H -1.2007 -2.4380 -2.3640 0.000
H -1.1970 -0.6724 -2.3259 0.000
H -2.2074 -1.5294 -3.4822 0.000
H -4.9789 -0.5299 -1.5401 0.000
H -4.2440 -0.8245 -3.1038 0.000
H -3.6150 0.4732 -2.0948 0.000
H -2.4309 0.5743 2.6464 0.000
H -3.1157 -0.9804 3.1897 0.000
H -4.0870 0.4814 3.2241 0.000
H -3.4717 1.7820 0.6318 0.003
H -4.9871 1.5197 1.4692 0.000
H -4.8430 1.0596 -0.2186 0.000
H -4.7914 -2.2513 1.6065 0.000
H -5.5889 -1.3089 0.3393 0.000
H -5.7791 -0.8588 2.0252 0.000
O 1.2064 0.1342 -0.7907 0.072
S 2.6105 0.5052 -1.2466 0.006
C 2.9178 -0.5240 -2.6791 0.002
C 1.8355 -0.8664 -3.4732 0.000
C 2.0512 -1.6406 -4.6055 0.000
C 3.3344 -2.0475 -4.9386 0.000
C 4.4130 -1.6728 -4.1477 0.000
C 4.2112 -0.9063 -3.0112 0.000
C 3.7235 -0.2632 -0.0938 0.002
C 4.8194 0.4566 0.3513 0.001
C 5.6758 -0.1229 1.2807 0.000
C 5.4142 -1.3962 1.7606 0.000
C 4.3089 -2.1098 1.3033 0.000
C 3.4587 -1.5466 0.3681 0.001
H 0.8467 -0.5173 -3.2157 0.000
H 1.2135 -1.9189 -5.2313 0.000
H 3.4978 -2.6540 -5.8192 0.000
H 5.4152 -1.9806 -4.4138 0.000
H 5.0516 -0.6242 -2.3897 0.000
H 5.0112 1.4534 -0.0276 0.000
H 6.5423 0.4226 1.6298 0.000
H 6.0742 -1.8402 2.4937 0.000
H 4.1182 -3.1086 1.6734 0.000
H 2.6073 -2.0904 -0.0170 0.000
O -0.4022 1.6732 -2.3270 0.006
O -1.7708 2.0059 -2.0909 0.002
```

Its HOMO energy (spin up / spin down) is -11.652 / -11.812 eV. The net charge is +1. The expectation value of S² is 0.76. Its HOMO-LUMO gap (spin up / spin down) is 7.66 / 7.96 eV. For the LUMO energy (spin up / spin down), the calculation gives -4.0 / -3.9 eV. As for the spin multiplicity: 2.